The following is a quantum chemistry calculation of a molecular structure, C2H3FHgO2 at a distorted geometry, from the OMol25 dataset.

Relative energy (zero: lowest compared OMol25 entry of this formula, charge and spin) = 74.4 kcal per mole
LUMO level (spin up / spin down) = 0.5208 / -2.0651 eV
Molar mass = 278.63 g/mol
HOMO-LUMO gap (spin up / spin down) = 9.13 / 5.97 eV
Net charge = 0
2S+1 = 3
Energy = -13102.714 eV

Geometry (Å):
H 1.04539 -1.96981 0.05432
C 0.78383 -1.10015 0.65963
C 1.19115 0.12429 0.33335
H 0.24017 -1.23288 1.59615
H 1.00257 1.03504 0.90543
F 1.91514 0.35339 -0.76673
O -1.91117 1.47414 -1.68356
O -2.58355 1.62122 -0.55828
Hg -1.68351 -0.30524 -0.54031